{
  "formula": "C25H29N2PRhSSe2",
  "method": "wB97M-V/def2-TZVPD",
  "symbols": ["Rh", "C", "C", "N", "C", "C", "S", "C", "C", "N", "H", "H", "H", "H", "H", "H", "H", "H", "H", "H", "H", "H", "H", "H", "Se", "P", "Se", "C", "C", "C", "C", "C", "C", "C", "C", "C", "C", "C", "C", "H", "H", "H", "H", "H", "H", "H", "H", "H", "H", "C", "C", "C", "C", "C", "C", "C", "H", "H", "H", "H", "H"],
  "xyz": [[-0.764, 1.069, 0.068], [0.100, 3.717, -1.883], [0.493, 4.189, -0.471], [-0.327, 3.547, 0.537], [-1.576, 4.180, 0.894], [-2.728, 3.888, -0.076], [-2.870, 2.113, -0.581], [-2.540, 2.227, -2.403], [-1.127, 1.800, -2.815], [-0.120, 2.279, -1.882], [0.883, 4.031, -2.590], [-0.827, 4.204, -2.189], [0.416, 5.291, -0.428], [1.531, 3.898, -0.292], [0.225, 3.366, 1.371], [-1.474, 5.281, 0.967], [-1.870, 3.799, 1.876], [-2.677, 4.497, -0.977], [-3.667, 4.111, 0.432], [-2.785, 3.239, -2.726], [-3.261, 1.541, -2.847], [-0.941, 2.146, -3.848], [-1.090, 0.705, -2.805], [0.761, 1.780, -1.999], [-1.156, -1.236, -0.899], [0.510, -2.333, 0.082], [2.110, 0.931, 1.029], [1.864, -2.194, -1.152], [3.158, -2.056, -0.665], [4.233, -2.023, -1.536], [4.020, -2.106, -2.903], [2.728, -2.209, -3.397], [1.656, -2.254, -2.526], [-0.025, -4.051, -0.310], [0.660, -4.950, -1.123], [0.166, -6.227, -1.326], [-0.996, -6.637, -0.697], [-1.668, -5.761, 0.142], [-1.180, -4.486, 0.339], [3.314, -1.964, 0.401], [5.240, -1.931, -1.151], [4.858, -2.090, -3.587], [2.560, -2.265, -4.466], [0.644, -2.342, -2.902], [1.581, -4.658, -1.608], [0.688, -6.907, -1.991], [-1.375, -7.636, -0.860], [-2.577, -6.082, 0.635], [-1.699, -3.798, 0.994], [0.440, 0.932, 1.816], [0.119, 0.877, 3.167], [-1.222, 1.142, 3.577], [-1.566, 1.156, 4.904], [-0.623, 0.869, 5.891], [0.684, 0.562, 5.509], [1.054, 0.579, 4.192], [-1.960, 1.327, 2.792], [-2.586, 1.382, 5.202], [-0.910, 0.863, 6.934], [1.420, 0.316, 6.263], [2.070, 0.364, 3.889]],
  "spin_multiplicity": 5,
  "orbital_gap_ev": [4.63, 6.24],
  "total_charge": -1,
  "e_homo_ev": [-2.3, -3.9],
  "s_squared": 6.0430
}

{
  "formula": "C50H42ClFN8O20S",
  "method": "wB97M-V/def2-TZVPD",
  "symbols": ["C", "C", "O", "C", "O", "C", "O", "C", "C", "S", "C", "N", "C", "C", "O", "Cl", "C", "C", "O", "N", "C", "O", "F", "C", "C", "O", "O", "H", "H", "H", "H", "H", "H", "H", "H", "H", "H", "H", "H", "C", "C", "C", "C", "C", "C", "N", "O", "O", "H", "H", "H", "H", "H", "C", "C", "C", "C", "C", "C", "N", "O", "O", "H", "H", "H", "H", "H", "C", "C", "C", "C", "C", "C", "N", "O", "O", "H", "H", "H", "H", "H", "C", "C", "C", "C", "C", "C", "N", "O", "O", "H", "H", "H", "H", "H", "C", "C", "C", "C", "C", "C", "N", "O", "O", "H", "H", "H", "H", "H", "C", "C", "C", "C", "C", "C", "N", "O", "O", "H", "H", "H", "H", "H"],
  "xyz": [[-1.554, -0.892, -6.715], [-2.600, 0.156, -6.170], [-3.214, 0.787, -7.322], [-3.776, -0.473, -5.340], [-3.370, -1.152, -4.124], [-3.302, -0.274, -3.044], [-4.152, -0.205, -2.217], [-1.972, 0.569, -2.990], [-1.937, 2.037, -3.169], [-3.452, 3.005, -3.479], [-0.621, 2.665, -3.110], [0.557, 1.954, -2.914], [1.803, 2.757, -2.891], [1.847, 3.527, -4.290], [1.859, 2.891, -5.290], [1.828, 5.335, -4.312], [0.529, 0.578, -2.772], [1.863, -0.238, -2.594], [2.673, 0.027, -1.749], [2.038, -1.360, -3.478], [3.240, -1.257, -4.257], [3.938, -0.309, -4.381], [3.566, -2.397, -4.970], [-0.715, -0.194, -2.781], [-0.793, -1.741, -2.589], [-0.977, -2.166, -1.438], [-0.638, -2.565, -3.566], [-1.329, -1.734, -6.002], [-0.576, -0.333, -6.834], [-1.801, -1.275, -7.748], [-2.035, 0.973, -5.654], [-3.380, 0.112, -8.001], [-4.253, -1.252, -5.995], [-4.547, 0.312, -5.110], [-4.081, 3.239, -2.280], [-0.594, 3.781, -3.232], [1.721, 3.552, -2.099], [2.727, 2.159, -2.705], [1.262, -1.358, -4.167], [-0.586, 0.009, 2.520], [-1.775, -0.029, 1.801], [-2.369, 1.151, 1.380], [-1.760, 2.365, 1.681], [-0.576, 2.413, 2.405], [0.011, 1.227, 2.826], [-2.372, 3.609, 1.212], [-3.420, 3.526, 0.592], [-1.798, 4.658, 1.457], [-0.121, -0.915, 2.843], [-2.236, -0.980, 1.567], [-3.295, 1.110, 0.820], [-0.101, 3.356, 2.645], [0.931, 1.250, 3.386], [-4.160, -6.954, -5.795], [-5.302, -7.073, -6.579], [-5.889, -5.942, -7.128], [-5.319, -4.698, -6.889], [-4.181, -4.569, -6.102], [-3.602, -5.704, -5.553], [-5.920, -3.502, -7.488], [-6.926, -3.643, -8.156], [-5.371, -2.430, -7.282], [-3.701, -7.841, -5.372], [-5.734, -8.049, -6.763], [-6.778, -6.044, -7.736], [-3.737, -3.600, -5.909], [-2.714, -5.615, -4.940], [5.220, 2.509, 6.990], [5.921, 1.356, 6.659], [5.382, 0.452, 5.755], [4.144, 0.716, 5.186], [3.432, 1.862, 5.516], [3.975, 2.760, 6.423], [3.586, -0.227, 4.211], [4.229, -1.229, 3.959], [2.511, 0.048, 3.701], [5.645, 3.217, 7.693], [6.889, 1.164, 7.104], [5.937, -0.443, 5.504], [2.464, 2.068, 5.078], [3.431, 3.659, 6.686], [-5.389, 6.838, 2.907], [-4.072, 6.548, 2.572], [-3.048, 7.384, 2.995], [-3.355, 8.504, 3.756], [-4.669, 8.805, 4.090], [-5.688, 7.967, 3.661], [-2.273, 9.376, 4.226], [-1.133, 9.093, 3.900], [-2.574, 10.331, 4.919], [-6.187, 6.180, 2.580], [-3.843, 5.670, 1.984], [-2.026, 7.149, 2.728], [-4.911, 9.680, 4.679], [-6.717, 8.190, 3.918], [0.385, -6.195, 4.311], [0.449, -5.072, 3.495], [-0.552, -4.113, 3.552], [-1.612, -4.288, 4.433], [-1.689, -5.411, 5.246], [-0.685, -6.366, 5.182], [-2.660, -3.265, 4.513], [-2.570, -2.301, 3.772], [-3.557, -3.434, 5.319], [1.172, -6.939, 4.268], [1.284, -4.942, 2.816], [-0.493, -3.243, 2.912], [-2.516, -5.552, 5.930], [-0.733, -7.245, 5.814], [7.958, -3.230, 1.245], [7.174, -2.125, 1.556], [7.613, -1.206, 2.498], [8.841, -1.400, 3.118], [9.627, -2.505, 2.819], [9.180, -3.422, 1.878], [9.318, -0.417, 4.096], [8.592, 0.530, 4.347], [10.412, -0.600, 4.599], [7.615, -3.944, 0.505], [6.221, -1.980, 1.062], [6.995, -0.349, 2.734], [10.582, -2.662, 3.304], [9.787, -4.286, 1.635]],
  "orbital_gap_ev": 6.42,
  "total_charge": 0,
  "e_homo_ev": -8.8
}

{
  "formula": "CH5PS2",
  "method": "wB97M-V/def2-TZVPD",
  "symbols": ["C", "P", "S", "S", "H", "H", "H", "H", "H"],
  "xyz": [[-0.783, -0.902, -0.281], [0.607, 1.109, -0.256], [-2.444, -0.563, -0.744], [1.968, 0.350, 1.284], [-0.653, -0.922, 0.777], [-0.204, -1.500, -0.894], [1.272, 0.381, -1.247], [-2.530, 0.735, -0.233], [2.766, 1.312, 1.594]],
  "orbital_gap_ev": 8.24,
  "total_charge": 0,
  "e_homo_ev": -8.6
}